1.
One molecule with the formula C4H2F2, computed with ωB97M-V with the def2-TZVPD basis set.

Geometry as XYZ:
```
8
Properties=species:S:1:pos:R:3:forces:R:3
C 1.1094 2.2465 -0.0265 1.6 4.3 -0.1
C 0.5023 -0.3892 0.0012 2.1 1.2 0.0
F -1.6546 -0.5100 -1.0760 1.1 -0.4 1.5
H 0.9820 -0.7645 -0.8992 -0.2 -0.4 0.0
F -1.6384 -0.4393 1.0929 1.0 -0.5 -1.5
H 0.9718 -0.7481 0.9151 -0.1 -0.3 0.0
C -0.9037 -0.5417 0.0054 -2.8 2.2 0.0
C 0.6312 1.1463 -0.0130 -2.8 -6.2 0.1
```
Positions in Å, forces in eV/Å.

**Energy above the lowest of the compared OMol25 structures with the same formula, charge and spin**: 425.3 kJ/mol
**Spin multiplicity**: 1
**HOMO-LUMO gap (spin up / spin down)**: 7.209 / 6.341 eV


2.
One molecule with the formula C4H2F2O, computed with ωB97M-V with the def2-TZVPD basis set.

Geometry as XYZ:
```
9
Properties=species:S:1:pos:R:3:forces:R:3
C -0.9948 -0.7674 -0.2273 -3.5 -0.6 1.2
C 0.5729 1.3923 -0.4455 -1.9 -5.9 0.4
H 0.9647 -0.0997 1.9373 -0.8 -0.4 -3.0
F -1.6638 -0.9127 -1.3571 1.1 0.2 -0.4
C 0.8921 2.5261 -0.3820 1.0 3.7 0.1
H 0.7760 -0.6656 -1.1285 0.3 -0.1 1.9
C 0.3442 -0.3167 -0.1255 1.2 4.2 -2.0
F -1.9515 -0.6418 0.7208 1.5 0.2 -0.1
O 1.0603 -0.5145 1.0076 1.2 -1.3 2.0
```
Positions in Å, forces in eV/Å.

**Energy above the lowest of the compared OMol25 structures with the same formula, charge and spin**: 743.6 kJ/mol
**Spin multiplicity**: 1
**HOMO-LUMO gap (spin up / spin down)**: 10.327 / 6.236 eV


3.
One molecule with the formula C4H2F2O, computed with ωB97M-V with the def2-TZVPD basis set.

Geometry as XYZ:
```
9
Properties=species:S:1:pos:R:3:forces:R:3
C 0.5538 -0.4663 -1.8390 0.9 -0.5 0.7
F 1.8967 0.8525 -0.4033 1.5 0.3 0.3
H -1.3714 0.2495 -1.0153 2.0 0.5 0.4
H 1.3417 -1.1866 1.2100 1.1 -0.3 -0.6
F -0.1275 1.8478 -1.4688 -0.1 0.0 -0.1
O 0.7033 -0.6740 0.7293 -1.5 -0.3 0.7
C -0.2656 0.5562 -1.0971 -2.2 -0.2 -0.2
C 0.9109 -0.0271 -0.4054 -1.8 0.7 -1.0
C 0.4391 -1.1116 -2.9242 0.1 -0.3 -0.3
```
Positions in Å, forces in eV/Å.

**Energy above the lowest of the compared OMol25 structures with the same formula, charge and spin**: 459.9 kJ/mol
**Spin multiplicity**: 1
**HOMO-LUMO gap**: 9.998 eV


4.
C4H2F2S2 as an isolated structure, computed with ωB97M-V with the def2-TZVPD basis set.

Geometry as XYZ:
```
10
Properties=species:S:1:pos:R:3:forces:R:3
C 0.7494 -1.3601 0.2154 2.3 0.3 -0.9
C -1.2308 -0.1395 -0.0444 -4.2 2.8 -0.9
C 0.0488 0.0929 -0.0297 1.1 -3.3 1.3
H -0.2125 -2.3776 0.6537 3.6 3.3 -1.4
F -2.1578 0.8844 -0.1195 1.2 -1.2 0.2
F -1.9166 -1.2222 -0.1413 0.0 -1.0 0.2
C 0.5118 1.4803 -0.0623 -0.7 1.7 -0.9
S 2.5136 -1.4918 -0.1852 -5.7 -0.6 1.5
S 2.1158 1.6986 -0.0215 -0.8 1.2 0.1
H -0.4218 2.4348 -0.2652 3.1 -3.2 0.8
```
Positions in Å, forces in eV/Å.

**Energy above the lowest of the compared OMol25 structures with the same formula, charge and spin**: 355.9 kJ/mol
**Spin multiplicity**: 1
**HOMO-LUMO gap**: 6.936 eV


5.
One molecule with the formula C4H2F3N3O2, computed with ωB97M-V with the def2-TZVPD basis set.

Geometry as XYZ:
```
14
Properties=species:S:1:pos:R:3:forces:R:3
F 5.5592 0.9686 -0.2058 0.2 0.7 0.5
C 0.2171 0.6396 -0.0744 -1.5 1.8 1.1
O 0.8589 -1.1598 1.4721 0.0 0.6 -0.4
F 5.5658 -1.1458 0.1232 -0.4 0.2 0.8
F 4.4787 -0.3418 -1.5242 -0.7 0.4 1.3
N 1.8333 1.5128 1.5076 0.9 0.5 2.0
C 0.1629 -0.7037 0.6144 -2.2 -2.0 -0.6
C 3.5347 0.0094 0.6732 -0.3 0.1 0.1
N -0.6659 0.9154 -0.9393 1.3 -3.0 0.7
C 4.7943 -0.1039 -0.1981 -0.5 -0.5 -1.5
H -0.8313 -1.2662 0.2616 1.9 1.0 0.4
N 2.7374 0.8387 1.0568 1.6 -1.3 -2.2
O 0.7324 1.7032 0.7219 -0.5 -0.7 -2.0
H -0.7407 1.8438 -1.2217 0.1 2.1 -0.3
```
Positions in Å, forces in eV/Å.

**Energy above the lowest of the compared OMol25 structures with the same formula, charge and spin**: 188.3 kJ/mol
**Spin multiplicity**: 1
**HOMO-LUMO gap**: 8.746 eV


6.
One molecule with the formula C4H2F3N3O2, computed with ωB97M-V with the def2-TZVPD basis set.

Geometry as XYZ:
```
14
Properties=species:S:1:pos:R:3:forces:R:3
N -0.1212 0.5209 -0.1330 9.5 -6.5 -1.0
C 2.1710 -0.2493 0.2306 -0.9 0.7 -0.2
F -3.6215 0.8047 0.0404 -0.3 0.5 0.5
N 0.2130 -0.7836 -0.8053 -1.0 1.0 1.3
C -2.4749 0.1470 0.0810 0.3 1.6 -1.7
N 3.3185 -0.4451 0.6637 0.5 -0.5 0.3
C 1.4274 -1.1896 -0.5714 -4.1 2.6 -0.2
C -1.2635 1.1418 -0.1102 -2.9 0.3 1.6
O -1.4883 2.2932 -0.1510 0.0 2.5 0.1
F -2.3883 -0.4945 -1.0657 -0.7 -2.1 -1.1
O 1.3559 0.8789 0.3553 -2.0 1.1 0.3
H 1.5866 -2.1423 -0.9619 1.1 -1.3 -0.4
F -2.4968 -0.6502 1.1128 0.5 -0.6 0.6
H 3.7820 0.1680 1.3148 -0.3 0.6 -0.1
```
Positions in Å, forces in eV/Å.

**Energy above the lowest of the compared OMol25 structures with the same formula, charge and spin**: 58.4 kJ/mol
**Spin multiplicity**: 1
**HOMO-LUMO gap**: 9.370 eV
**SMILES string**: [H]/N=c1/cnn(C(=O)C(F)(F)F)o1


7.
C4H2FHgMgO4 as an isolated structure, computed with ωB97M-V with the def2-TZVPD basis set.

Geometry as XYZ:
```
13
Properties=species:S:1:pos:R:3:forces:R:3
H 0.5204 2.0305 -0.6436 -0.2 0.0 0.1
H -0.0886 2.5732 0.9618 -0.1 -0.2 -0.1
Hg 2.5250 -0.6113 1.1969 -0.7 0.3 -0.1
O -1.5087 1.7342 -0.3353 -1.0 0.4 0.1
F -0.4299 0.4028 2.0550 0.8 -0.2 -1.5
O 1.2454 -0.9165 -2.7930 -1.7 -2.1 -1.2
C 1.4662 -1.8041 -2.0563 2.6 4.8 1.2
C 0.1366 0.4113 0.7518 -1.3 -0.2 1.6
O -1.0585 -0.3494 -0.0134 -0.6 0.3 0.0
Mg -4.0464 0.1328 -0.6892 0.5 0.1 -0.1
O 2.0323 -2.0989 -1.0728 -1.0 -2.8 -0.1
C -0.1308 1.7863 0.2031 0.8 0.1 -0.5
C -1.9394 0.5251 -0.3739 1.9 -0.4 0.6
```
Positions in Å, forces in eV/Å.

**Energy above the lowest of the compared OMol25 structures with the same formula, charge and spin**: 0.0 kJ/mol
**Total charge**: +2
**Spin multiplicity**: 2
**HOMO-LUMO gap (spin up / spin down)**: 3.803 / 5.452 eV


8.
One molecule with the formula C4H2FNS2, computed with ωB97M-V with the def2-TZVPD basis set.

Geometry as XYZ:
```
10
Properties=species:S:1:pos:R:3:forces:R:3
C 0.7684 -1.5512 -0.0019 -0.5 0.6 0.1
S -1.6479 -0.9810 0.0010 0.4 -0.1 -0.1
S -1.1460 1.9786 0.0022 0.1 -0.3 0.0
H 1.7819 1.8144 0.0035 0.0 -0.1 0.0
C -0.6268 0.4275 -0.0098 0.0 0.2 0.1
C 1.8267 0.7301 -0.0004 -0.4 -0.5 0.0
N -0.3744 -2.1228 0.0010 -0.1 0.0 0.0
C 0.7551 -0.0824 -0.0023 0.4 0.3 -0.1
F 3.0581 0.2292 0.0007 -0.2 0.1 0.0
H 1.6765 -2.1231 0.0186 0.2 -0.3 0.0
```
Positions in Å, forces in eV/Å.

**Energy above the lowest of the compared OMol25 structures with the same formula, charge and spin**: 0.0 kJ/mol
**Spin multiplicity**: 1
**HOMO-LUMO gap**: 7.515 eV
**SMILES string**: F/C=C1\C=NSC1=S


Please write out number 4 again, unchanged.
C4H2F2S2 as an isolated structure, computed with ωB97M-V with the def2-TZVPD basis set.

Geometry as XYZ:
```
10
Properties=species:S:1:pos:R:3:forces:R:3
C 0.7494 -1.3601 0.2154 2.3 0.3 -0.9
C -1.2308 -0.1395 -0.0444 -4.2 2.8 -0.9
C 0.0488 0.0929 -0.0297 1.1 -3.3 1.3
H -0.2125 -2.3776 0.6537 3.6 3.3 -1.4
F -2.1578 0.8844 -0.1195 1.2 -1.2 0.2
F -1.9166 -1.2222 -0.1413 0.0 -1.0 0.2
C 0.5118 1.4803 -0.0623 -0.7 1.7 -0.9
S 2.5136 -1.4918 -0.1852 -5.7 -0.6 1.5
S 2.1158 1.6986 -0.0215 -0.8 1.2 0.1
H -0.4218 2.4348 -0.2652 3.1 -3.2 0.8
```
Positions in Å, forces in eV/Å.

**Energy above the lowest of the compared OMol25 structures with the same formula, charge and spin**: 355.9 kJ/mol
**Spin multiplicity**: 1
**HOMO-LUMO gap**: 6.936 eV


> What is the energy above the lowest of the compared OMol25 structures with the same formula, charge and spin in the eighth record?

0.0 kJ/mol